# 1
A cluster of 2 separate species, HN2O4S in total in a non-equilibrium geometry. Source: the OMol25 dataset; level of theory: wB97M-V/def2-TZVPD.

Output
Energy relative to the best compared isomer or geometry (same formula, charge and spin), eV: 0.475
E_LUMO, hartree: 0.14956
Largest force on an atom, eV Å⁻¹: 4.6
Total charge: -1

Bonds (Å) are listed after each position.
Geometry (Å):
1 N 2.054 0.176 0.341  N2 1.089, O4 1.189
2 N 2.416 1.202 0.281  N1 1.089
3 O -2.202 1.097 -0.282  S7 1.477
4 O 1.967 -1.002 0.208  N1 1.189
5 O -0.560 -0.357 -1.391  S7 1.427
6 O -0.323 0.177 0.983  S7 1.486
7 S -1.230 -0.010 -0.179  O3 1.477, O5 1.427, O6 1.486, H8 1.569
8 H -2.122 -1.283 0.039  S7 1.569

---

# 2
A cluster of 2 separate species, HN2O5S in total in a non-equilibrium geometry. Source: the OMol25 dataset; level of theory: wB97M-V/def2-TZVPD.

Output
Energy relative to the best compared isomer or geometry (same formula, charge and spin), eV: 0.000
E_LUMO, hartree: 0.14821
Largest force on an atom, eV Å⁻¹: 1.7
Total charge: -1

Bonds (Å) are listed after each position.
Geometry (Å):
1 N 0.471 0.937 1.958  N2 1.108, O3 1.179
2 N 1.322 0.365 1.538  N1 1.108
3 O -0.459 1.490 2.428  N1 1.179
4 O 0.756 -0.855 -0.228  S8 1.655, H9 0.971
5 O -1.425 -1.216 -1.113  S8 1.458
6 O 0.176 0.050 -2.393  S8 1.449
7 O -0.945 1.016 -0.349  S8 1.458
8 S -0.451 -0.131 -1.100  O4 1.655, O5 1.458, O6 1.449, O7 1.458
9 H 0.553 -1.655 -0.740  O4 0.971

---

# 3
A cluster of 2 separate species, HN2OP in total in a non-equilibrium geometry. Source: the OMol25 dataset; level of theory: wB97M-V/def2-TZVPD.

Output
Energy relative to the best compared isomer or geometry (same formula, charge and spin), eV: 4.918
E_LUMO (spin up / spin down), hartree: -0.04917 / -0.04753
Largest force on an atom, eV Å⁻¹: 2.3
Total charge: 0

Bonds (Å) are listed after each position.
Geometry (Å):
1 N 3.439 0.002 0.119  N2 1.111, O3 1.158
2 N 2.829 0.804 0.588  N1 1.111
3 O 4.165 -0.665 -0.487  N1 1.158
4 P 0.180 0.895 -0.049  H5 1.559
5 H 0.626 2.388 -0.046  P4 1.559

---

> Which of these has the lowest largest force on an atom?

HN2O5S